22
Properties=species:S:1:pos:R:3 method="wB97M-V/def2-TZVPD" e_tot_ev=-18874.1222 de_lowest_kcal_mol=107.44 homo_energy_ha="-0.30288 / -0.31262" charge=0
C -1.342 -0.806 -2.728
C -0.078 -0.184 -2.616
C -1.839 -1.488 -1.584
C 0.659 -0.089 -1.465
C -1.444 -1.777 0.992
C -0.421 -1.280 1.735
C -1.176 -1.386 -0.377
C 0.079 -0.659 -0.340
C 0.735 1.538 2.271
N 0.526 -0.762 0.935
Si 2.019 2.346 1.284
H -1.880 -0.883 -3.641
H 0.145 0.412 -3.414
H -2.705 -2.085 -1.765
H 1.575 0.312 -1.359
H -2.245 -2.432 1.225
H -0.226 -1.373 2.720
H 0.780 0.765 2.970
H -0.308 1.824 2.125
H 3.212 1.436 1.159
H 2.397 3.531 1.845
H 1.537 3.039 0.029



23
Properties=species:S:1:pos:R:3 method="wB97M-V/def2-TZVPD" e_tot_ev=-15654.1154 de_lowest_kcal_mol=50.39 homo_energy_ha=-0.12708 charge=-1
C 0.869 -1.677 -3.141
C -0.638 1.146 -0.319
C -1.525 0.387 -1.135
C 0.730 0.895 -0.386
C -1.025 -0.520 -2.042
C 1.279 0.023 -1.353
C 0.349 -0.683 -2.169
O -0.986 1.886 0.650
H -1.155 1.485 2.274
H -2.551 0.599 -1.199
H 1.342 1.850 -0.001
H -1.695 -0.979 -2.787
H 2.281 0.282 -1.723
H 0.161 -2.470 -3.165
H 1.902 -2.070 -2.916
H 0.995 -1.131 -3.993
C 0.283 -0.319 2.882
C -0.512 0.627 3.852
O -1.262 1.445 3.325
O -0.376 0.668 5.066
H 0.135 -1.418 3.103
H 1.287 0.001 3.241
H 0.109 -0.029 1.935



23
Properties=species:S:1:pos:R:3 method="wB97M-V/def2-TZVPD" e_tot_ev=-15655.3523 de_lowest_kcal_mol=21.86 homo_energy_ha=-0.15811 charge=-1
C -0.673 3.877 -0.639
C -0.131 -0.016 1.307
C -0.867 0.118 0.109
C 0.217 1.244 1.975
C -1.097 1.354 -0.474
C 0.056 2.426 1.334
C -0.518 2.557 0.036
O 0.258 -1.169 1.784
H 0.038 -1.956 1.133
H -1.114 -0.814 -0.459
H 0.593 1.154 2.973
H -1.740 1.373 -1.402
H 0.437 3.290 1.752
H -1.473 4.441 -0.107
H -0.760 3.877 -1.761
H 0.087 4.672 -0.339
C 1.566 -4.036 -1.040
C 0.181 -3.483 -1.042
O -0.253 -2.812 -0.060
O -0.522 -3.553 -2.087
H 1.810 -4.347 -0.029
H 2.235 -3.217 -1.369
H 1.671 -4.981 -1.594



23
Properties=species:S:1:pos:R:3 method="wB97M-V/def2-TZVPD" e_tot_ev=-15655.9940 de_lowest_kcal_mol=7.06 homo_energy_ha=-0.13011 charge=-1
C -0.191 4.166 1.274
C -0.172 0.040 -0.125
C 0.164 1.113 -0.992
C -0.297 0.374 1.267
C 0.037 2.431 -0.566
C -0.333 1.692 1.673
C -0.129 2.749 0.776
O -0.373 -1.157 -0.543
H -0.283 -2.158 -1.642
H 0.437 0.893 -2.017
H -0.443 -0.481 1.916
H 0.004 3.220 -1.314
H -0.403 1.900 2.738
H -0.333 4.267 2.346
H -1.012 4.711 0.776
H 0.665 4.775 0.954
C 0.470 -4.148 -0.272
C 0.298 -4.042 -1.775
O -0.283 -2.968 -2.282
O 0.678 -4.943 -2.503
H -0.402 -4.641 0.157
H 0.524 -3.132 0.125
H 1.378 -4.662 0.029